[1]
The following is a quantum chemistry calculation of a 2-piece molecular cluster, C2HBrN2S overall in a non-equilibrium geometry, from the OMol25 dataset.

The value obtained for the HOMO-LUMO gap (spin up / spin down) is 7.26 / 6.12 eV. The multiplicity is 3. For the total energy, the calculation gives -3158.3274 Ha. The value obtained for the LUMO energy (spin up / spin down) is 0.7 / -3.0 eV.

```
7
C2HBrN2S | the OMol25 dataset | the ωB97M-V functional and the def2-TZVPD basis
C 0.094 0.885 -0.268
C 2.310 -0.616 -0.058
N 0.629 1.813 -0.655
N 1.905 -1.734 -0.099
S 1.000 -2.976 -0.154
Br 3.723 0.477 0.052
H -0.463 0.059 0.086
```

=====

[2]
The following is a quantum chemistry calculation of a 3-piece molecular cluster, BrH5P4 overall in a non-equilibrium geometry, from the OMol25 dataset.

The value obtained for the HOMO-LUMO gap (spin up / spin down) is 5.87 / 6.66 eV. For the total energy, the calculation gives -3942.2945 Ha. The value obtained for the LUMO energy (spin up / spin down) is -1.8 / -1.5 eV.

```
10
BrH5P4 | the OMol25 dataset | the ωB97M-V functional and the def2-TZVPD basis
P 0.424 1.181 -0.965
P -1.737 1.671 1.822
P -0.743 -1.547 1.010
P -0.166 0.574 1.022
Br 1.263 -2.314 0.761
H 1.065 -0.153 -1.028
H 1.379 1.868 -0.355
H -1.061 2.761 1.327
H -0.648 -1.996 -1.783
H 0.224 -2.044 -1.812
```

=====

[3]
The following is a quantum chemistry calculation of C21H28N6ORuS as an isolated structure, from the OMol25 dataset.

Its charge is +3. The value obtained for the HOMO-LUMO gap (spin up / spin down) is 6.85 / 5.83 eV. The multiplicity is 2. For the total energy, the calculation gives -1713.0131 Ha. The value obtained for the LUMO energy (spin up / spin down) is -9.6 / -10.6 eV.

```
58
C21H28N6ORuS | the OMol25 dataset | the ωB97M-V functional and the def2-TZVPD basis
Ru -0.023 0.228 0.111
C -1.586 0.680 -2.318
N -1.442 -0.359 -1.218
C -2.742 -0.509 -0.487
C -2.897 0.635 0.473
C -4.106 1.040 1.007
C -4.114 2.101 1.900
C -2.916 2.730 2.221
C -1.747 2.262 1.663
N -1.740 1.222 0.809
C -1.019 -1.673 -1.796
C 0.448 -1.605 -2.104
C 1.089 -2.389 -3.043
C 2.462 -2.259 -3.191
C 3.150 -1.338 -2.408
C 2.446 -0.589 -1.492
N 1.120 -0.735 -1.334
C -0.636 1.836 -2.154
C -0.584 2.900 -3.039
C 0.334 3.911 -2.816
C 1.180 3.838 -1.713
C 1.080 2.757 -0.870
N 0.182 1.779 -1.095
H -2.612 1.050 -2.328
H -1.419 0.200 -3.283
H -2.738 -1.461 0.048
H -3.559 -0.548 -1.210
H -5.022 0.541 0.722
H -5.045 2.440 2.334
H -2.889 3.578 2.892
H -0.789 2.714 1.883
H -1.621 -1.907 -2.676
H -1.205 -2.450 -1.051
H 0.523 -3.086 -3.646
H 2.990 -2.863 -3.918
H 4.217 -1.198 -2.512
H 2.936 0.139 -0.858
H -1.253 2.929 -3.889
H 0.396 4.750 -3.497
H 1.908 4.611 -1.508
H 1.708 2.645 0.004
C 0.551 -3.466 2.284
S 1.699 -2.421 1.356
C 3.123 -3.527 1.224
H 0.407 -4.415 1.772
H -0.406 -2.948 2.346
H 0.918 -3.650 3.291
H 3.534 -3.708 2.215
H 3.874 -3.029 0.613
H 2.842 -4.467 0.756
N 2.270 0.470 3.471
C 0.965 0.383 3.260
N 0.124 0.293 4.288
O 0.494 0.376 2.071
H 2.665 0.546 4.396
H 2.891 0.530 2.684
H 0.442 0.290 5.244
H -0.862 0.201 4.117
```

=====

[4]
The following is a quantum chemistry calculation of one molecule with the formula C5H10O2, from the OMol25 dataset.

As for the SMILES: COC[C@@H](C)C=O. The value obtained for the HOMO-LUMO gap is 10.70 eV. For the total energy, the calculation gives -346.9551 Ha. The value obtained for the LUMO energy is 1.0 eV.

```
17
C5H10O2 | the OMol25 dataset | the ωB97M-V functional and the def2-TZVPD basis
C 2.297 0.101 0.470
O 1.618 -0.540 -0.588
C 0.301 -0.947 -0.304
C -0.736 0.136 -0.663
C -2.157 -0.373 -0.441
C -0.479 1.386 0.157
O -1.007 1.611 1.221
H 1.619 0.634 1.146
H 2.980 0.830 0.025
H 2.879 -0.614 1.065
H 0.185 -1.239 0.751
H 0.101 -1.830 -0.921
H -0.563 0.387 -1.718
H -2.891 0.378 -0.750
H -2.340 -1.286 -1.017
H -2.326 -0.582 0.619
H 0.258 2.103 -0.265
```

=====

[5]
The following is a quantum chemistry calculation of C21H59N4O7 as an isolated structure in a non-equilibrium geometry, from the OMol25 dataset.

Its charge is -1. The value obtained for the HOMO-LUMO gap is 6.06 eV. For the total energy, the calculation gives -1580.4900 Ha. The value obtained for the LUMO energy is 2.6 eV.

```
91
C21H59N4O7 | the OMol25 dataset | the ωB97M-V functional and the def2-TZVPD basis
C 0.603 0.732 0.560
O 0.567 2.139 0.549
H 1.065 0.316 -0.335
H 1.294 0.539 1.380
H -0.433 0.394 0.589
C -2.163 -1.083 1.481
C -2.578 -1.538 0.054
C -4.076 -1.218 -0.130
O -4.968 -1.904 0.858
C -6.357 -1.786 0.479
N -1.649 -0.983 -0.943
H -2.459 -1.805 2.242
H -2.592 -0.128 1.785
H -1.093 -1.109 1.689
H -2.564 -2.622 -0.054
H -4.196 -1.590 -1.148
H -4.286 -0.148 -0.150
H -6.590 -2.691 -0.081
H -6.641 -0.941 -0.148
H -7.018 -1.785 1.346
H -1.918 -1.446 -1.799
H -0.750 -1.401 -0.753
C 0.265 -0.505 -2.587
C 0.017 0.145 -3.988
C 1.371 0.598 -4.486
O 2.034 1.598 -3.682
C 3.275 2.015 -4.293
N -0.550 -0.861 -4.939
H 0.893 -1.394 -2.647
H -0.659 -0.899 -2.164
H 0.688 0.257 -1.932
H -0.669 0.991 -4.023
H 1.351 0.815 -5.554
H 1.988 -0.301 -4.476
H 3.444 3.067 -4.061
H 3.368 1.927 -5.375
H 4.097 1.396 -3.934
H -0.478 -0.482 -5.872
H 0.009 -1.697 -5.029
C 0.009 -2.425 0.990
C 1.466 -2.861 0.883
C 2.521 -1.694 0.695
O 3.858 -2.085 0.354
C 3.948 -2.740 -0.900
N 1.709 -3.583 2.115
H -0.092 -1.859 1.916
H -0.666 -3.280 0.984
H -0.233 -1.684 0.227
H 1.581 -3.585 0.076
H 2.457 -1.092 1.601
H 2.173 -1.083 -0.138
H 5.012 -2.740 -1.137
H 3.388 -2.171 -1.642
H 3.574 -3.756 -1.023
H 1.587 -3.144 3.017
H 2.670 -3.890 2.162
C -1.732 0.872 3.547
C -1.585 1.711 2.272
C -2.901 1.951 1.402
O -2.435 2.836 0.360
C -3.611 3.152 -0.446
N -1.003 2.999 2.748
H -0.812 0.814 4.128
H -2.281 -0.055 3.381
H -2.447 1.397 4.181
H -0.990 1.100 1.593
H -3.684 2.473 1.950
H -3.223 1.017 0.939
H -4.225 2.252 -0.473
H -3.176 3.319 -1.431
H -3.973 4.062 0.033
H -1.591 3.391 3.470
H -0.200 2.725 3.296
C 2.187 0.436 3.227
C 1.449 1.616 3.886
O 0.464 2.020 2.915
H 2.827 0.695 2.384
H 1.464 -0.277 2.829
H 2.908 0.035 3.940
H 2.087 2.473 4.101
H 0.932 1.304 4.794
H 0.618 1.585 2.073
C 3.825 0.588 -0.899
C 2.867 1.562 -1.546
O 2.492 2.563 -0.623
H 3.978 -0.288 -1.529
H 3.349 0.185 -0.005
H 4.768 1.084 -0.670
H 1.976 1.139 -2.008
H 3.242 2.108 -2.411
H 1.834 2.218 -0.015
```

=====

[6]
The following is a quantum chemistry calculation of a 2-piece molecular cluster, H4O2 overall in a non-equilibrium geometry, from the OMol25 dataset.

Its charge is -1. The value obtained for the HOMO-LUMO gap (spin up / spin down) is 3.37 / 11.08 eV. The multiplicity is 2. For the total energy, the calculation gives -152.8326 Ha. The value obtained for the LUMO energy (spin up / spin down) is 4.6 / 4.5 eV.

```
6
H4O2 | the OMol25 dataset | the ωB97M-V functional and the def2-TZVPD basis
O 0.058 0.496 -1.641
H -0.852 0.407 -1.922
H 0.066 0.164 -0.743
O 0.102 -0.422 1.077
H 0.039 -0.990 1.845
H 0.587 0.344 1.384
```

=====

Per-record energy above the lowest of the compared OMol25 structures with the same formula, charge and spin, kcal/mol: 0.0, 10.9, 39.8, 44.1, 0.0, 2.1